Here is 2 unconnected molecules or ions with the total composition C6H12O from OMol25. Energies are from wB97M-V/def2-TZVPD.

Element x y z (Å)
C  -2.2589  -1.2117  0.9580
C  -0.9969  -1.5111  0.6765
C  -0.0780  -1.2161  -0.4356
C  0.1817  0.0110  -0.8701
C  -0.4737  1.2480  -0.3001
C  1.2585  0.3119  -1.8638
H  -2.9645  -0.6515  0.3446
H  -2.7247  -1.6807  1.8187
H  -0.6051  -2.1882  1.4131
H  0.4837  -2.1168  -0.6591
H  -0.9031  0.9634  0.6431
H  -1.2150  1.5944  -1.0197
H  0.2264  2.0734  -0.1353
H  1.5074  -0.5331  -2.5066
H  2.1944  0.5219  -1.3310
H  1.0573  1.1871  -2.4753
O  1.8484  0.7396  1.9077
H  2.0233  1.2779  2.6761
H  1.4387  1.1805  1.1588

Results
Gap between HOMO and LUMO (Eh): 0.3514
Relative energy (zero: lowest compared OMol25 entry of this formula, charge and spin) (kcal/mol): 40.9
Highest occupied orbital energy (eV): -8.67
E_tot (eV): -8462.58055